(1)
Molecular formula: C18H35F3O7Zn
Method: DFT, ωB97M-V/def2-TZVPD

Geometry as ORCA input:
```
! RIJCOSX wB97M-V def2-TZVPD def2/J DEFGRID3
* xyz 0 1
Zn -0.44 0.30 -0.15
C 0.15 -0.04 3.15
O 1.04 -1.13 2.82
O -0.21 0.51 1.92
C -0.91 -0.61 4.20
F -1.85 0.32 4.61
F -1.64 -1.67 3.79
F -0.25 -1.03 5.33
C 2.40 -0.84 2.72
C 3.10 -2.23 2.39
H 2.69 -2.58 1.44
H 4.17 -2.04 2.28
H 2.90 -2.95 3.18
H 2.76 -0.45 3.67
H 2.68 -0.11 1.97
H 0.74 0.69 3.71
C 0.68 0.76 -4.22
C -0.26 -0.17 -3.51
O -0.60 0.10 -2.17
H 0.82 0.42 -5.24
H 1.62 0.83 -3.68
H 0.21 1.74 -4.29
H 0.20 -1.14 -3.71
H -1.19 -0.18 -4.07
C 0.77 -3.44 -1.23
C 0.18 -2.91 0.06
O -0.15 -1.73 0.15
C -0.05 -3.89 1.18
H 0.42 -4.38 -1.66
H 1.81 -3.58 -0.94
H 0.82 -2.75 -2.07
H -0.82 -4.64 0.97
H -0.52 -3.33 1.99
H 0.85 -4.35 1.56
C 3.25 -0.79 -1.11
C 2.71 0.56 -0.88
O 1.62 0.71 -0.33
C 3.47 1.75 -1.39
H 4.30 -0.80 -0.83
H 3.08 -1.06 -2.16
H 2.64 -1.51 -0.56
H 3.94 1.55 -2.34
H 4.27 1.97 -0.68
H 2.79 2.61 -1.43
C 0.06 3.88 -1.72
C -1.07 3.31 -0.88
O -0.80 2.42 -0.08
C -2.46 3.89 -1.06
H 0.03 4.95 -1.50
H -0.03 3.61 -2.77
H 0.98 3.39 -1.40
H -3.21 3.35 -0.48
H -2.80 3.97 -2.09
H -2.46 4.89 -0.64
C -3.87 0.88 2.00
C -3.71 0.22 0.66
O -2.61 -0.16 0.24
C -4.91 0.02 -0.23
H -4.44 0.22 2.66
H -4.33 1.85 1.82
H -2.90 0.96 2.49
H -5.37 0.98 -0.45
H -5.68 -0.62 0.18
H -4.62 -0.51 -1.13
*
```

Calculated values
**Energy relative to the best compared isomer or geometry (same formula, charge and spin)**: 21.2 kcal per mole
**M**: 485.85 g mol⁻¹
**E_LUMO**: 0.0210 Ha
**E**: -3312.41467 a.u.

---

(2)
Molecular formula: C18H36As2FeN3S2Si2
Method: DFT, ωB97M-V/def2-TZVPD

Geometry as ORCA input:
```
! RIJCOSX wB97M-V def2-TZVPD def2/J DEFGRID3
* xyz 2 6
Fe -0.12 0.64 0.78
C -0.48 4.26 3.81
N 0.66 3.38 3.56
C 1.62 3.02 4.49
C 2.49 2.20 3.88
N 2.04 2.05 2.57
C 0.92 2.79 2.39
S -0.02 2.99 0.97
C 2.75 1.31 1.58
C 4.13 1.44 1.50
C 4.81 0.69 0.57
C 4.09 -0.15 -0.27
C 2.72 -0.20 -0.14
N 2.05 0.52 0.77
H -0.44 4.57 4.85
H -1.41 3.72 3.62
H -0.42 5.13 3.16
H 1.60 3.39 5.50
H 3.36 1.69 4.25
H 4.65 2.14 2.15
H 5.89 0.77 0.48
H 4.59 -0.76 -1.02
H 2.12 -0.81 -0.79
C -2.03 1.01 -4.57
Si -1.02 1.68 -3.16
C -1.91 3.06 -2.28
C 0.72 2.13 -3.63
As -0.75 -0.07 -1.54
Si -0.59 -2.16 -2.67
C 0.69 -1.92 -4.00
C -2.27 -2.58 -3.34
C -0.02 -3.42 -1.42
H -2.17 1.81 -5.31
H -3.02 0.69 -4.25
H -1.54 0.18 -5.09
H -2.13 3.85 -3.01
H -1.30 3.51 -1.50
H -2.86 2.73 -1.85
H 0.69 2.95 -4.36
H 1.25 1.30 -4.09
H 1.29 2.48 -2.77
H 0.40 -1.16 -4.73
H 0.83 -2.86 -4.55
H 1.66 -1.64 -3.59
H -2.63 -1.83 -4.05
H -3.01 -2.67 -2.54
H -2.23 -3.54 -3.86
H 0.93 -3.13 -0.95
H 0.15 -4.38 -1.91
H -0.76 -3.58 -0.64
C -2.59 -2.62 4.27
As -1.67 -2.19 2.65
C -0.24 -3.46 2.42
C -2.90 -2.37 1.19
S -0.94 -0.19 2.81
H -2.97 -3.64 4.20
H -3.41 -1.92 4.41
H -1.89 -2.54 5.10
H -0.66 -4.46 2.34
H 0.42 -3.40 3.28
H 0.31 -3.21 1.52
H -3.21 -3.41 1.10
H -2.42 -2.04 0.28
H -3.77 -1.74 1.40
*
```

Calculated values
**Energy relative to the best compared isomer or geometry (same formula, charge and spin)**: 0.0 kcal per mole
**M**: 620.50 g mol⁻¹
**E_LUMO (spin up / spin down)**: -0.1940 / -0.2523 Ha
**E**: -7981.99409 a.u.

---

(3)
Molecular formula: C18H36BClN4O3P
Method: DFT, ωB97M-V/def2-TZVPD

Geometry as ORCA input:
```
! RIJCOSX wB97M-V def2-TZVPD def2/J DEFGRID3
* xyz 1 1
C 5.12 -4.01 -0.51
O 4.80 -4.47 -1.84
B 3.69 -3.98 -2.42
O 3.69 -3.68 -3.74
C 2.28 -3.80 -1.70
C 1.44 -5.03 -2.10
C -0.07 -4.76 -2.05
C -0.35 -3.75 -0.95
C 0.30 -2.40 -1.25
N 1.53 -2.58 -2.12
P 2.59 -1.06 -1.98
O 1.53 0.06 -1.58
Cl 2.93 -0.59 -3.93
H 6.19 -3.85 -0.48
H 4.90 -4.77 0.22
H 4.61 -3.09 -0.24
H 4.55 -3.96 -4.11
H 2.36 -3.78 -0.62
H 1.67 -5.81 -1.37
H 1.75 -5.40 -3.07
H -0.56 -5.69 -1.79
H -0.46 -4.44 -3.01
H -1.41 -3.62 -0.77
H 0.08 -4.11 -0.02
H -0.38 -1.72 -1.73
H 0.65 -2.00 -0.31
H 1.21 -2.66 -3.09
H 0.74 0.06 -2.15
C -0.89 2.06 2.39
C 0.53 1.55 2.59
C 0.89 0.47 1.56
C 0.10 -0.75 1.69
N -0.53 -1.71 1.79
H -1.61 1.27 2.55
H -1.10 2.86 3.10
H -1.03 2.46 1.39
H 0.66 1.16 3.60
H 1.23 2.38 2.48
H 1.94 0.21 1.66
H 0.75 0.87 0.55
C -6.31 2.99 3.04
C -6.28 1.47 3.07
C -4.85 0.90 3.02
C -4.18 1.21 1.77
N -3.64 1.45 0.78
H -5.89 3.39 2.11
H -7.33 3.35 3.13
H -5.74 3.41 3.88
H -6.86 1.08 2.23
H -6.76 1.11 3.98
H -4.88 -0.18 3.15
H -4.26 1.30 3.85
C 1.17 3.94 -1.74
C 0.50 5.30 -1.54
C 1.03 6.05 -0.31
C 0.71 5.35 0.94
N 0.46 4.81 1.91
H 0.96 3.27 -0.90
H 0.79 3.47 -2.64
H 2.25 4.05 -1.83
H -0.58 5.17 -1.45
H 0.67 5.92 -2.42
H 0.59 7.05 -0.27
H 2.11 6.18 -0.38
*
```

Calculated values
**M**: 433.75 g mol⁻¹
**E_LUMO**: -0.1048 Ha
**E**: -1978.50245 a.u.

---

(4)
Molecular formula: C18H36BN2O36S7
Method: DFT, ωB97M-V/def2-TZVPD

Geometry as ORCA input:
```
! RIJCOSX wB97M-V def2-TZVPD def2/J DEFGRID3
* xyz 1 1
N 4.95 5.00 -5.30
H 5.53 4.66 -6.05
H 3.94 4.90 -5.25
H 5.15 5.99 -5.26
H 5.30 4.44 -4.54
N -7.82 0.45 1.39
H -7.89 1.46 1.37
H -7.24 0.03 0.68
H -8.78 0.17 1.25
H -7.50 0.24 2.32
O 2.25 2.49 -2.15
C 1.64 1.95 -1.32
O 0.36 1.76 -1.49
B -0.15 0.84 -0.41
O 1.09 0.44 0.41
C 2.12 1.13 -0.09
O 3.26 0.92 0.32
O -0.78 -0.33 -1.01
C -2.16 -0.32 -0.93
O -2.99 -1.06 -1.42
C -2.47 0.93 -0.03
O -1.28 1.51 0.28
O -3.55 1.50 0.32
C -6.95 3.11 -3.97
C -7.57 3.41 -2.57
O -8.35 2.31 -2.24
S -8.12 0.95 -3.17
O -9.27 0.66 -4.06
O -7.51 -0.15 -2.41
O -6.93 1.75 -4.07
H -5.89 3.36 -4.00
H -7.37 3.64 -4.83
H -8.13 4.33 -2.39
H -6.68 3.37 -1.94
C 0.37 -8.53 -3.06
C -0.77 -8.03 -3.94
O -0.61 -6.65 -4.04
S 0.49 -6.02 -2.95
O -0.21 -5.01 -2.23
O 1.72 -5.66 -3.67
O 0.71 -7.50 -2.19
H 1.23 -8.89 -3.63
H 0.16 -9.29 -2.31
H -1.72 -8.11 -3.43
H -0.74 -8.41 -4.96
C 9.22 0.86 1.36
C 10.50 0.79 0.47
O 10.95 2.14 0.59
S 10.80 2.75 2.04
O 10.49 4.21 1.88
O 11.97 2.36 2.83
O 9.47 1.85 2.30
H 8.88 -0.01 1.93
H 8.39 1.30 0.80
H 10.31 0.62 -0.59
H 11.20 0.06 0.89
C -5.62 -3.30 -6.81
C -5.36 -3.86 -5.45
O -5.07 -5.25 -5.66
S -5.36 -5.73 -7.25
O -6.69 -6.21 -7.55
O -4.26 -6.54 -7.71
O -5.23 -4.18 -7.80
H -5.17 -2.32 -6.97
H -6.66 -3.03 -7.01
H -6.01 -3.82 -4.58
H -4.43 -3.46 -5.04
C -3.17 4.74 6.04
C -4.26 4.54 7.06
O -5.16 3.54 6.49
S -4.68 2.99 5.06
O -5.52 3.61 4.03
O -4.67 1.51 4.98
O -3.19 3.64 5.25
H -2.30 4.50 6.66
H -3.16 5.72 5.57
H -4.96 5.34 7.30
H -3.85 4.14 7.99
C 2.95 5.26 3.97
C 1.99 4.14 4.06
O 2.13 3.66 5.41
S 3.71 3.55 5.82
O 4.07 2.26 5.22
O 3.98 3.78 7.24
O 4.09 4.99 4.86
H 2.35 6.14 4.17
H 3.24 5.17 2.92
H 2.20 3.38 3.31
H 0.96 4.49 4.02
C 5.48 -2.86 3.74
C 6.02 -3.68 2.58
O 6.09 -4.98 3.01
S 4.95 -5.37 4.13
O 5.55 -6.12 5.25
O 3.66 -5.88 3.55
O 4.54 -3.78 4.44
H 5.06 -1.88 3.51
H 6.29 -2.74 4.46
H 7.03 -3.30 2.48
H 5.40 -3.44 1.71
*
```

Calculated values
**Energy relative to the best compared isomer or geometry (same formula, charge and spin)**: 257.8 kcal per mole
**M**: 1091.75 g mol⁻¹
**E_LUMO**: -0.1483 Ha
**E**: -6337.29425 a.u.

---

(5)
Molecular formula: C18H36Br18
Method: DFT, ωB97M-V/def2-TZVPD

Geometry as ORCA input:
```
! RIJCOSX wB97M-V def2-TZVPD def2/J DEFGRID3
* xyz 0 1
Br -21.55 -29.69 9.10
C -20.84 -31.26 10.06
C -21.94 -32.04 10.92
Br -23.37 -32.76 9.64
H -20.15 -30.83 10.78
H -20.31 -31.95 9.39
H -22.48 -31.33 11.54
H -21.47 -32.82 11.52
Br -27.60 -30.47 7.60
C -26.07 -30.21 8.69
C -26.41 -29.45 9.97
Br -24.79 -29.28 11.18
H -25.33 -29.63 8.13
H -25.57 -31.16 8.84
H -27.16 -29.97 10.56
H -26.65 -28.47 9.56
Br -24.02 -26.68 14.24
C -22.61 -28.01 13.98
C -21.29 -27.41 13.40
Br -19.96 -28.95 13.29
H -23.00 -28.85 13.41
H -22.45 -28.59 14.89
H -20.87 -26.73 14.13
H -21.37 -26.93 12.42
Br -22.16 -25.00 10.41
C -24.09 -25.54 10.09
C -24.26 -26.66 9.03
Br -23.73 -25.89 7.36
H -24.56 -24.64 9.70
H -24.68 -25.72 10.99
H -25.23 -27.13 8.88
H -23.48 -27.42 9.02
Br -21.61 -28.32 5.24
C -23.52 -28.55 4.91
C -23.97 -28.88 3.43
Br -22.94 -30.45 2.79
H -24.02 -27.65 5.27
H -23.81 -29.32 5.61
H -23.84 -28.07 2.72
H -25.00 -29.21 3.54
Br -22.60 -19.84 12.00
C -21.73 -21.15 10.74
C -20.19 -21.22 10.88
Br -19.22 -19.63 10.08
H -22.09 -20.98 9.73
H -22.14 -22.10 11.10
H -19.73 -22.07 10.37
H -19.85 -21.20 11.92
Br -27.63 -26.10 11.31
C -28.63 -24.82 12.38
C -28.80 -25.49 13.76
Br -29.29 -23.90 14.97
H -29.57 -24.56 11.92
H -28.04 -23.90 12.35
H -27.86 -25.92 14.13
H -29.63 -26.20 13.72
Br -24.98 -22.09 10.78
C -26.41 -20.80 11.25
C -26.33 -20.41 12.70
Br -27.67 -18.93 12.96
H -27.37 -21.27 11.00
H -26.27 -19.93 10.61
H -25.40 -19.90 12.93
H -26.64 -21.21 13.37
Br -24.12 -22.85 3.25
C -22.27 -23.19 3.74
C -22.12 -24.32 4.76
Br -20.15 -24.73 5.19
H -21.90 -22.23 4.10
H -21.77 -23.41 2.79
H -22.43 -25.23 4.25
H -22.67 -24.16 5.69
*
```

Calculated values
**Structure (SMILES)**: BrCCBr.BrCCBr.BrCCBr.BrCCBr.BrCCBr.BrCCBr.BrCCBr.BrCCBr.BrCCBr
**Energy relative to the best compared isomer or geometry (same formula, charge and spin)**: 54.7 kcal per mole
**M**: 1690.76 g mol⁻¹
**E_LUMO**: -0.0016 Ha
**E**: -47039.65947 a.u.

---

(6)
Molecular formula: C18H36BrCl2F4Mg2N3O10
Method: DFT, ωB97M-V/def2-TZVPD

Geometry as ORCA input:
```
! RIJCOSX wB97M-V def2-TZVPD def2/J DEFGRID3
* xyz 2 1
C 3.36 1.46 0.11
C 2.65 0.26 0.72
C 2.47 -1.01 -0.15
Br 3.80 -1.10 -1.57
C 1.06 -1.31 -0.65
O 0.97 -2.42 -1.52
C 1.13 -2.22 -2.91
C 0.66 -0.87 -3.45
N 0.80 0.27 -2.49
N 0.24 1.44 -3.17
C 1.19 2.00 -4.18
C -0.18 2.51 -2.31
C 0.64 3.19 -1.28
O -1.29 3.03 -2.49
C 0.20 -0.15 -1.18
C -1.26 -0.67 -1.25
C -2.37 0.25 -1.77
O -3.55 -0.56 -2.01
C -2.85 1.23 -0.71
F -1.88 1.74 0.03
F -3.69 0.54 0.19
F -3.60 2.18 -1.20
H 4.43 1.34 0.13
H 3.14 2.32 0.74
H 3.02 1.73 -0.89
H 1.71 0.55 1.18
H 3.28 -0.04 1.54
H 2.72 -1.84 0.50
H 0.54 -1.63 0.25
H 2.15 -2.39 -3.20
H 0.54 -2.98 -3.41
H -0.38 -0.91 -3.77
H 1.23 -0.66 -4.35
H 1.82 0.39 -2.34
H 1.96 1.27 -4.42
H 0.63 2.24 -5.07
H 1.68 2.90 -3.82
H 0.08 4.06 -0.94
H 0.87 2.57 -0.42
H 1.56 3.57 -1.73
H 0.23 0.62 -0.42
H -1.49 -0.88 -0.21
H -1.32 -1.60 -1.79
H -2.14 0.76 -2.69
H -3.91 -0.46 -2.91
C -0.97 -1.66 2.50
C -1.50 -3.06 2.59
O -1.00 -3.75 3.74
O 0.45 -1.66 2.37
H -1.35 -1.19 1.59
H -1.27 -1.05 3.36
H -1.16 -3.63 1.72
H -2.60 -3.07 2.61
H -1.40 -3.36 4.54
H 0.79 -2.32 2.99
C 3.71 2.36 5.05
C 3.06 1.55 3.96
O 3.27 1.75 2.77
N 2.19 0.57 4.32
C 1.77 0.15 5.64
H 4.37 3.09 4.58
H 2.97 2.88 5.65
H 4.31 1.71 5.70
H 1.80 0.09 3.52
H 2.02 -0.89 5.81
H 0.69 0.27 5.76
H 2.25 0.75 6.40
O -6.79 -3.44 -3.17
Cl -6.64 -2.22 -2.49
O -5.72 -1.32 -3.17
O -5.92 -2.54 -1.16
O -7.83 -1.56 -2.15
Mg -4.68 -1.25 -0.55
F -1.26 5.07 -2.70
Cl -2.22 2.83 -4.20
Mg -2.21 -5.81 3.74
*
```

Calculated values
**Energy relative to the best compared isomer or geometry (same formula, charge and spin)**: 6.6 kcal per mole
**M**: 729.91 g mol⁻¹
**E_LUMO**: -0.3172 Ha
**E**: -5917.04829 a.u.